(1)
# C9H26BrN2O2

3 unconnected molecules or ions with the total composition C9H26BrN2O2 at a distorted geometry (ωB97M-V with the def2-TZVPD basis set, the Open Molecules 2025 dataset).

Geometry as XYZ:
```
40
Properties=species:S:1:pos:R:3:forces:R:3
Br -6.792 -13.649 23.600 -0.113 -0.038 -0.050
C -5.770 -16.008 28.731 0.287 1.120 -1.362
C -5.685 -14.959 27.572 -0.090 -0.963 0.593
C -4.538 -13.919 27.792 -1.276 -0.703 -0.942
O -3.326 -14.587 27.800 -0.183 -1.481 -1.418
C -2.488 -14.458 28.895 -1.032 0.755 0.396
N -5.569 -15.738 26.251 0.511 1.835 1.441
H -6.156 -16.557 26.184 -1.067 -1.149 0.245
H -5.882 -15.103 25.531 -0.085 0.533 -1.329
H -4.631 -16.069 26.075 0.957 -0.106 -0.219
H -4.882 -16.634 28.644 -0.171 -0.175 0.408
H -6.688 -16.575 28.575 0.139 -0.248 0.183
H -5.808 -15.461 29.674 0.060 -0.171 0.171
H -6.669 -14.500 27.474 0.207 0.465 0.072
H -4.791 -13.386 28.709 0.197 -0.017 0.316
H -4.494 -13.194 26.980 -0.335 0.143 -0.114
H -2.289 -13.387 28.893 1.292 -0.019 0.639
H -1.682 -15.182 28.774 0.213 0.548 0.097
H -3.070 -14.670 29.793 0.237 -0.225 0.459
C -8.805 -14.251 20.421 1.036 0.215 0.271
N -8.872 -12.866 19.723 0.597 0.883 1.810
C -10.204 -12.141 20.065 -0.084 -0.951 -1.132
C -7.854 -11.895 20.405 1.043 -0.612 -0.061
C -8.533 -12.915 18.197 0.003 -1.527 0.180
C -7.416 -13.950 17.710 -0.477 -0.553 0.614
O -6.213 -13.683 18.321 0.995 1.350 1.425
H -7.759 -14.550 20.473 0.108 0.239 -0.273
H -9.346 -15.092 19.985 -0.407 0.692 -0.693
H -9.066 -14.212 21.479 -0.245 0.706 -0.079
H -10.464 -12.170 21.123 0.912 -0.075 0.108
H -11.044 -12.653 19.596 0.190 -0.008 -0.433
H -10.127 -11.111 19.718 -0.039 -0.202 -0.029
H -7.901 -11.860 21.494 -0.545 -0.664 0.034
H -7.950 -10.863 20.066 -0.530 -0.257 -0.518
H -6.837 -12.211 20.173 -0.212 -0.278 -0.130
H -8.306 -11.891 17.899 -0.174 -0.166 -0.026
H -9.453 -13.323 17.779 -0.089 0.490 -0.396
H -7.215 -14.036 16.643 -0.963 1.052 -0.514
H -7.727 -14.975 17.914 -0.512 -0.089 0.557
H -5.490 -14.303 18.202 -0.355 -0.353 -0.299
```
Forces are in eV/Å.

Calculated total energy: -3192.27873 Ha
Charge: 0
Multiplicity: 2
Frontier orbital gap (spin up / spin down): 1.6810 / 7.2367 eV


(2)
# C22H81N3O22

17 unconnected molecules or ions with the total composition C22H81N3O22 at a distorted geometry (ωB97M-V with the def2-TZVPD basis set, the Open Molecules 2025 dataset).

Geometry as XYZ:
```
128
Properties=species:S:1:pos:R:3:forces:R:3
O 5.867 3.054 0.133 0.038 -0.478 -0.089
H 5.414 3.521 -0.569 -0.295 0.547 -0.198
H 6.196 3.746 0.707 0.070 0.151 0.167
O -3.614 1.298 -1.095 -0.167 -0.733 -0.282
H -2.878 1.423 -1.694 0.189 0.105 -0.227
H -3.451 1.915 -0.382 -0.120 0.596 0.262
O -4.873 1.628 2.150 -0.427 -0.303 0.605
H -4.179 2.063 1.654 0.495 0.497 -0.422
H -5.106 0.867 1.620 -0.137 -0.190 -0.075
O 1.254 0.284 4.399 -0.124 0.199 -0.114
H 0.576 0.604 4.994 -0.203 0.029 0.185
H 1.109 -0.661 4.356 -0.172 -0.365 0.181
O 4.830 3.942 -4.055 -0.333 -0.011 0.016
H 5.510 4.574 -4.285 0.172 0.187 -0.099
H 5.305 3.213 -3.655 0.145 -0.211 0.068
O -3.186 3.314 0.803 -1.061 -0.034 -0.158
H -2.235 3.354 0.701 1.439 -0.131 0.326
H -3.395 4.038 1.393 -0.214 0.257 0.082
O 5.889 0.319 -0.841 -0.298 -0.585 -0.281
H 5.625 1.192 -0.550 0.096 0.480 0.404
H 6.738 0.453 -1.261 0.256 0.037 -0.016
O 0.835 -3.426 1.614 -0.148 -0.153 0.595
H 1.398 -2.677 1.418 0.372 0.411 0.029
H 0.453 -3.667 0.770 -0.163 -0.064 -0.547
O -0.250 3.827 4.229 0.034 -0.041 -0.207
H -0.260 4.484 4.925 0.003 0.269 0.132
H -0.137 2.994 4.687 -0.039 -0.215 0.108
C -4.239 0.997 5.715 0.577 -0.066 -0.500
C -5.013 -0.351 5.664 -0.691 1.492 -0.150
O -4.221 -1.396 6.084 0.938 -1.439 -0.202
O -3.333 1.176 4.615 -0.218 -0.167 -0.013
H -3.486 1.035 6.502 -0.674 -0.408 0.850
H -4.872 1.879 5.819 -0.297 -0.126 -0.012
H -5.408 -0.525 4.663 0.822 -0.127 -0.508
H -5.971 -0.407 6.181 -0.032 0.818 0.842
H -3.904 -1.223 6.974 -0.061 0.049 0.050
H -3.801 1.609 3.898 -0.297 -0.199 -0.436
C 5.174 -1.097 -3.931 -1.475 0.027 -1.145
C 3.980 -1.889 -3.313 2.412 0.616 1.230
O 4.233 -3.282 -3.250 -0.808 -0.354 -0.894
O 4.919 -1.004 -5.362 0.768 0.012 0.591
H 6.169 -1.532 -3.844 -0.298 -0.391 0.182
H 5.221 -0.105 -3.481 -0.107 0.191 0.026
H 3.113 -1.558 -3.885 -0.307 -0.862 0.001
H 3.856 -1.601 -2.269 -0.246 0.683 0.041
H 4.803 -3.437 -2.493 0.042 0.048 -0.018
H 4.016 -0.708 -5.498 0.004 0.093 0.046
C 1.836 5.369 -1.591 -0.348 -0.132 -2.167
C 2.795 5.290 -0.460 1.357 0.544 1.222
O 4.209 5.462 -0.892 -1.474 -0.702 0.189
O 1.680 6.658 -2.216 0.272 0.017 0.920
H 0.840 4.943 -1.475 -0.035 0.290 0.869
H 2.209 4.785 -2.432 0.453 -0.771 0.301
H 2.687 4.368 0.112 0.415 -0.326 -0.660
H 2.678 6.032 0.330 -0.577 0.506 -0.282
H 4.242 6.352 -1.251 0.233 0.131 0.012
H 2.516 6.767 -2.675 -0.107 0.429 -0.332
C -2.537 1.272 -4.891 0.311 0.767 2.076
C -1.191 1.390 -4.162 0.124 -2.126 0.710
O -0.650 0.019 -4.101 0.720 0.867 -1.051
O -3.229 2.483 -4.579 -0.100 0.046 -0.784
H -3.043 0.429 -4.421 -0.058 -0.169 -0.219
H -2.408 1.057 -5.952 -0.094 0.397 -0.086
H -1.205 1.516 -3.079 -1.043 1.054 -0.050
H -0.498 2.135 -4.553 0.012 -0.186 -0.324
H 0.018 0.019 -4.790 0.174 -0.606 -0.081
H -4.023 2.297 -4.072 -0.023 -0.103 -0.058
C 4.567 0.648 2.603 -0.674 -0.189 0.528
C 3.972 -0.644 1.974 1.456 -0.079 -1.015
O 2.586 -0.783 1.950 -1.423 0.735 0.407
O 3.889 0.892 3.852 0.997 -0.194 -0.298
H 4.626 1.574 2.032 -0.911 -0.140 -0.692
H 5.634 0.521 2.785 -0.069 -0.628 0.496
H 4.318 -1.532 2.502 0.731 0.171 0.181
H 4.224 -0.749 0.919 0.664 0.149 0.071
H 2.331 -0.672 2.869 -0.399 0.043 0.014
H 2.960 1.070 3.691 -0.070 0.095 -0.077
C -2.488 -6.388 0.702 -0.276 0.950 0.067
C -3.741 -5.764 1.451 1.055 -3.436 -0.422
C -3.824 -4.241 1.334 1.006 1.351 1.482
O -2.998 -3.771 2.416 0.460 -1.757 -2.403
C -2.825 -2.370 2.383 -1.974 1.289 2.065
N -4.943 -6.275 0.821 0.730 2.468 0.589
H -1.578 -6.216 1.277 -0.202 0.197 0.188
H -2.362 -5.874 -0.251 -0.036 -0.086 -0.126
H -2.555 -7.463 0.533 -0.379 0.089 0.167
H -3.694 -6.134 2.475 -0.377 0.551 0.167
H -4.813 -3.806 1.475 -0.454 -0.185 -0.084
H -3.477 -3.999 0.330 0.320 0.271 -0.121
H -3.624 -2.088 3.069 -0.212 0.918 0.145
H -3.071 -1.812 1.480 0.660 -0.536 -0.506
H -1.949 -2.022 2.932 0.450 -0.548 -0.708
H -5.033 -5.878 -0.103 -0.121 -0.646 -1.010
H -5.800 -6.140 1.339 -0.532 -0.748 0.407
C -3.386 -2.048 -2.545 0.245 -0.500 0.626
C -2.051 -2.838 -2.495 -0.346 1.493 0.429
C -1.123 -2.556 -1.276 -0.444 0.573 -0.500
O -0.081 -3.535 -1.131 1.209 1.546 -0.222
C 1.119 -3.158 -1.902 -0.622 -1.700 -0.659
N -2.320 -4.216 -2.452 -0.178 -2.969 0.118
H -3.294 -0.979 -2.350 0.119 0.019 -0.391
H -4.106 -2.417 -1.815 0.174 -0.168 0.434
H -3.876 -2.290 -3.487 0.181 0.460 -0.252
H -1.537 -2.517 -3.401 0.496 -0.056 -0.054
H -1.590 -2.503 -0.293 -0.565 -0.285 -0.135
H -0.803 -1.533 -1.479 0.842 0.037 0.244
H 2.016 -3.740 -1.691 -0.217 -0.050 1.264
H 1.387 -2.102 -1.888 -0.538 -0.022 -0.040
H 0.930 -3.615 -2.873 -0.091 1.040 -0.711
H -1.488 -4.680 -2.116 0.318 -0.004 0.594
H -2.392 -4.713 -3.328 -0.683 0.559 -0.618
C -0.899 0.586 1.449 1.560 2.615 0.466
C 0.172 1.810 1.172 -0.203 -2.513 -1.102
C 0.755 1.582 -0.223 -0.444 -0.269 0.486
O 1.944 2.337 -0.494 -1.389 -0.964 -0.386
C 2.512 1.771 -1.660 1.822 0.693 0.048
N -0.433 3.100 1.264 -0.227 1.095 0.447
H -1.603 0.478 0.624 0.452 -0.442 -0.366
H -1.538 0.895 2.277 0.135 -0.039 0.334
H -0.276 -0.252 1.759 -0.447 -0.365 -0.441
H 1.003 1.772 1.877 0.025 -0.613 0.196
H -0.035 1.783 -0.946 -0.180 0.668 -0.368
H 0.899 0.515 -0.390 0.649 -0.249 0.343
H 2.988 0.822 -1.413 -0.477 -0.508 -0.178
H 3.367 2.380 -1.952 0.027 0.429 0.124
H 1.901 1.756 -2.563 -0.621 -0.275 0.277
H 0.186 3.788 0.860 0.234 0.121 -0.697
H -0.282 3.331 2.235 -0.911 0.461 0.545
```
Forces are in eV/Å.

Calculated total energy: -2705.78549 Ha
Charge: +1
Multiplicity: 2
Frontier orbital gap (spin up / spin down): 8.7717 / 3.4106 eV


(3)
# C23H20N2O7S

A single C23H20N2O7S molecule at a distorted geometry (ωB97M-V with the def2-TZVPD basis set, the Open Molecules 2025 dataset).

Geometry as XYZ:
```
53
Properties=species:S:1:pos:R:3:forces:R:3
O 1.770 1.354 2.721 -0.028 0.196 0.237
C 1.521 0.878 1.629 -0.031 -0.230 -0.122
N 2.265 -0.117 1.084 0.057 -0.220 -0.166
H 2.040 -0.466 0.168 -0.088 0.070 0.084
C 3.499 -0.576 1.685 0.053 0.093 0.148
C 4.693 -0.177 0.856 0.005 0.021 -0.010
C 4.922 1.168 0.601 -0.050 -0.122 0.066
C 5.993 1.599 -0.176 0.278 -0.093 -0.182
C 6.825 0.630 -0.682 -0.207 -0.601 0.196
C 6.602 -0.724 -0.431 0.051 0.648 -0.078
C 5.542 -1.153 0.329 0.229 0.028 -0.107
H 5.382 -2.203 0.515 -0.047 -0.168 0.036
O 7.571 -1.468 -1.052 -0.398 -0.157 0.264
C 8.421 -0.539 -1.689 1.036 -0.284 -0.665
O 7.940 0.768 -1.466 -0.287 0.359 0.150
H 8.445 -0.744 -2.772 -0.087 0.061 0.252
H 9.441 -0.632 -1.282 -0.271 0.041 -0.018
H 6.169 2.643 -0.370 0.025 0.156 -0.023
H 4.250 1.899 1.025 -0.093 0.104 0.057
H 3.465 -1.663 1.809 0.034 0.101 0.055
H 3.543 -0.103 2.671 -0.009 -0.192 -0.111
C 0.352 1.315 0.815 -0.233 0.250 -0.049
C -0.756 1.828 1.488 0.216 -0.143 -0.067
C -1.868 2.265 0.801 0.092 -0.006 -0.069
C -1.891 2.208 -0.591 0.575 -0.187 0.581
C -0.774 1.726 -1.272 -0.256 0.091 -0.083
C 0.336 1.289 -0.577 -0.016 -0.005 0.213
H 1.200 0.956 -1.135 0.064 -0.028 -0.046
H -0.777 1.710 -2.353 0.007 -0.018 -0.122
N -3.004 2.649 -1.288 -0.951 0.276 -0.138
H -2.969 2.568 -2.291 -0.170 0.005 -0.098
S -4.575 2.573 -0.689 0.290 -0.242 -0.375
O -4.709 3.446 0.434 0.200 -0.240 0.193
O -5.394 2.788 -1.841 0.090 -0.213 -0.158
C -4.703 0.876 -0.145 -0.019 0.653 -0.082
C -4.672 -0.113 -1.106 -0.067 -0.415 -0.032
C -4.742 -1.446 -0.721 0.109 0.193 0.115
C -4.871 -1.761 0.641 -0.067 0.129 -0.054
C -4.879 -0.745 1.592 0.008 -0.177 -0.218
C -4.789 0.577 1.201 -0.054 0.048 0.116
H -4.811 1.379 1.919 0.003 0.057 0.148
H -4.967 -1.021 2.630 -0.021 -0.023 0.135
O -5.001 -3.049 1.071 0.152 0.333 0.182
C -5.318 -3.963 0.041 0.032 -0.175 -0.570
C -4.435 -3.705 -1.178 -0.041 -0.371 0.418
H -4.660 -4.400 -1.987 0.034 0.015 0.110
O -4.675 -2.409 -1.686 -0.149 0.327 -0.060
H -3.380 -3.803 -0.888 -0.094 -0.001 -0.065
H -5.152 -4.959 0.451 -0.031 0.067 -0.090
H -6.372 -3.851 -0.244 0.091 -0.037 0.061
H -4.611 0.137 -2.152 0.033 -0.043 -0.208
H -2.715 2.682 1.321 -0.002 0.046 0.154
H -0.720 1.880 2.565 0.003 0.025 0.096
```
Forces are in eV/Å.

Calculated total energy: -1922.82706 Ha
Charge: 0
Energy relative to the best compared isomer or geometry (same formula, charge and spin): 2.56 kcal per mole
Structure (SMILES): O=C(NCc1ccc2c(c1)OCO2)c1ccc(NS(=O)(=O)c2ccc3c(c2)OCCO3)cc1
Frontier orbital gap: 8.5483 eV